Entry from the Open Molecules 2025 dataset: a molecular structure, C27H28N6O13PtS4 at a distorted geometry (ωB97M-V/def2-TZVPD).

XYZ file:
```
79
Properties=species:S:1:pos:R:3:mulliken_charge:R:1
Pt 0.18239 1.86520 1.31219 0.58
C -1.54639 -0.80359 -6.36238 -1.50
C -1.93406 0.08118 -5.21141 0.98
C -2.66880 1.23901 -5.43375 -0.78
C -3.05737 2.04591 -4.37878 -0.47
C -2.70982 1.69992 -3.08958 0.03
C -1.93717 0.58090 -2.84998 -0.45
C -1.56142 -0.22886 -3.90747 -1.02
S -3.28707 2.69005 -1.69751 1.26
O -4.32715 1.93612 -1.04475 -0.74
O -3.73997 3.96034 -2.25276 -0.79
N -2.02900 2.75058 -0.69499 -0.47
C -1.12863 3.71544 -0.70313 0.69
C -1.11034 4.81691 -1.59918 -0.51
C -0.18975 5.81532 -1.44406 -0.61
C 0.76060 5.70935 -0.42650 -0.76
C 0.74619 4.58827 0.36820 0.13
N -0.16102 3.61030 0.25165 -0.02
H -1.52667 -0.23973 -7.29173 0.38
H -2.26490 -1.61419 -6.47827 0.29
H -0.56719 -1.24831 -6.20560 0.36
H -2.94116 1.51271 -6.44347 0.34
H -3.61646 2.95420 -4.54013 0.47
H -1.61329 0.37895 -1.84121 0.73
H -0.96777 -1.11060 -3.71200 0.42
H -1.86639 4.85651 -2.36367 0.44
H -0.19540 6.67221 -2.10443 0.38
H 1.50940 6.46955 -0.27003 0.45
H 1.51022 4.45355 1.11871 0.34
O 3.06224 0.71958 1.86885 -0.52
S 1.86302 -0.06445 1.67341 1.33
O 2.10083 -1.50323 1.76380 -0.88
O 0.78883 0.34129 2.64485 -0.63
O 1.23383 0.23384 0.31287 -0.73
C 0.54615 -8.08256 -1.16547 -1.23
C 0.44134 -6.57379 -1.19615 -0.51
S -0.94181 -6.09656 -0.09728 1.30
O -0.57776 -6.43208 1.25727 -0.70
O -2.13245 -6.73662 -0.59778 -0.70
C -1.06075 -4.29794 -0.28030 -0.42
C -2.05245 -3.76634 0.74681 -1.66
N -2.09776 -2.32638 0.77221 0.41
C -1.47736 -1.48494 1.64941 1.08
N -1.77952 -0.22112 1.39732 -0.43
C -2.64480 -0.21485 0.36773 -0.85
C -2.86041 -1.51564 -0.06464 0.23
N -3.61897 -1.97353 -1.13197 1.07
O -3.40345 -3.11966 -1.57702 -0.70
O -4.47304 -1.22834 -1.61069 -0.60
C -0.64652 -1.95902 2.76579 -1.79
H 1.34241 -8.44439 -1.81311 0.38
H -0.39905 -8.51292 -1.48809 0.34
H 0.73712 -8.40832 -0.14595 0.33
H 0.19056 -6.19898 -2.18368 0.38
H 1.33099 -6.08598 -0.81125 0.40
H -1.43125 -4.10270 -1.28483 0.40
H -0.06878 -3.88528 -0.11811 0.51
H -1.76651 -4.13794 1.73356 0.48
H -3.04338 -4.15362 0.49055 0.35
H -3.08536 0.68948 -0.00839 0.91
H -0.98819 -2.92014 3.14558 0.65
H -0.65850 -1.20701 3.54686 0.34
H 0.39714 -2.02790 2.42702 0.20
O 5.14595 5.35891 2.32306 -0.74
S 4.85068 3.94704 2.13796 1.17
O 5.74296 3.30171 1.21096 -0.71
N 3.26781 3.75058 1.83774 -0.48
C 2.66058 3.10618 2.80713 0.59
O 1.42194 2.96787 2.92700 -0.93
C 3.56334 2.72387 3.94599 0.63
C 3.20926 2.09367 5.12778 -0.36
C 4.18417 1.92453 6.10217 -0.72
C 5.47780 2.39025 5.90510 -0.32
C 5.83224 3.01114 4.71327 -0.55
C 4.86094 3.15639 3.75192 -0.13
H 2.19713 1.74372 5.25185 0.49
H 3.94526 1.42202 7.03231 0.36
H 6.21713 2.26502 6.68552 0.36
H 6.83477 3.37794 4.54706 0.40
```

Computed properties:
relative energy (zero: lowest compared OMol25 entry of this formula, charge and spin) = 3.520 eV
lowest unoccupied orbital energy (alpha / beta) = 3.580 / 3.580 eV
gap between HOMO and LUMO (alpha / beta) = 6.76 / 6.85 eV
total charge = -2
HOMO level (alpha / beta) = -0.11693 / -0.12025 Eh